133
Properties=species:S:1:pos:R:3:forces:R:3 method="wB97M-V/def2-TZVPD" homo_ev=-4.051 mol_weight_g_mol=1071.54 fmax_ev_per_a=4.44 total_charge=0
C 4.384 3.873 6.121 -1.756 -0.363 -1.327
O 3.414 3.575 5.031 4.135 1.618 -0.196
C 2.305 2.898 5.260 -3.695 -1.795 1.290
C 1.024 3.493 4.832 2.474 -1.917 0.985
O 0.052 2.831 4.483 -0.830 1.016 -0.122
O 1.172 4.837 4.799 -0.922 1.304 -0.457
C 0.080 5.696 4.450 0.427 -0.543 -0.053
C 2.262 1.777 6.218 -1.198 2.582 -1.286
O 1.366 1.618 7.041 0.568 -1.271 -0.206
O 3.393 1.046 6.120 0.707 -1.195 0.475
C 3.462 -0.164 6.875 -0.060 0.398 0.133
H 5.177 4.411 5.607 0.083 0.049 0.178
H 3.893 4.498 6.875 0.135 -0.124 0.024
H 4.741 2.927 6.528 0.064 0.150 0.150
H 0.539 6.553 3.945 -0.253 -0.080 0.062
H -0.630 5.187 3.786 0.119 0.116 0.208
H -0.422 6.031 5.368 -0.008 -0.096 -0.256
H 4.498 -0.493 6.773 -0.119 -0.119 0.084
H 3.217 0.008 7.933 0.004 -0.085 -0.317
H 2.781 -0.915 6.453 0.116 0.148 0.157
C -3.555 -7.272 -2.540 -0.132 -0.051 -0.063
N -3.778 -6.233 -1.558 -0.329 0.050 -0.219
C -4.977 -6.390 -0.762 0.096 -0.087 0.141
C -2.805 -5.344 -1.200 0.323 0.431 0.032
C -2.798 -4.780 0.096 0.298 -0.052 0.075
C -1.766 -3.946 0.497 -0.184 0.137 -0.480
C -0.801 -3.494 -0.427 0.235 0.052 0.135
C 0.184 -2.459 -0.075 0.386 -0.037 0.427
C 0.142 -1.723 1.133 -0.105 -0.233 -0.451
C 0.984 -0.613 1.472 0.224 -0.746 -0.314
C 2.387 -0.502 1.251 0.190 0.209 0.204
C 3.063 0.629 1.784 0.040 0.008 -0.221
C 4.395 0.864 1.531 0.046 -0.245 -0.118
C 5.113 -0.009 0.666 -0.297 0.598 -0.260
N 6.376 0.293 0.255 -0.101 -0.219 -0.046
C 7.004 -0.430 -0.835 0.055 -0.160 0.121
C 7.216 1.230 0.968 0.100 0.237 0.047
C 4.458 -1.163 0.171 -0.181 -0.351 -0.007
C 3.160 -1.455 0.543 0.261 0.268 0.021
Pd -0.494 -0.306 -0.474 0.743 -0.389 0.492
P -2.716 0.085 -0.205 -0.028 -0.331 0.350
C -3.031 1.852 0.052 -0.306 0.406 -0.287
C -3.902 2.570 -0.783 0.087 0.209 0.468
C -4.176 3.910 -0.505 0.248 0.024 0.097
C -3.552 4.551 0.570 0.030 -0.241 0.014
C -2.624 3.858 1.357 -0.053 -0.120 -0.220
C -2.334 2.520 1.077 -0.321 0.092 -0.181
C -3.743 -0.522 -1.561 -0.594 -0.001 -0.259
C -5.131 -0.289 -1.592 0.132 -0.297 -0.513
C -5.889 -0.765 -2.664 0.184 -0.016 0.046
C -5.274 -1.481 -3.698 0.234 0.036 0.105
C -3.906 -1.759 -3.641 -0.084 0.039 0.108
C -3.142 -1.291 -2.572 -0.331 0.270 0.178
C -3.401 -0.776 1.249 -0.622 -0.151 0.291
C -4.365 -1.793 1.121 0.212 0.175 0.325
C -4.734 -2.555 2.229 0.225 0.101 0.147
C -4.123 -2.341 3.468 0.007 0.005 -0.198
C -3.190 -1.310 3.611 -0.015 0.136 -0.174
C -2.850 -0.512 2.515 -0.208 -0.409 -0.011
P 0.472 0.834 -2.222 0.483 -0.068 0.313
C 1.199 -0.345 -3.399 0.193 -0.040 -0.660
C 0.794 -0.437 -4.742 0.355 -0.293 0.339
C 1.299 -1.462 -5.546 0.186 -0.074 0.207
C 2.241 -2.362 -5.038 -0.102 0.017 0.108
C 2.698 -2.233 -3.721 -0.183 0.331 0.051
C 2.181 -1.225 -2.904 -0.206 -0.194 -0.298
C -0.541 1.973 -3.213 0.023 0.425 -0.496
C -0.205 3.328 -3.371 -0.252 -0.295 -0.157
C -1.039 4.170 -4.107 -0.187 -0.197 -0.045
C -2.205 3.672 -4.697 0.068 -0.137 0.158
C -2.531 2.317 -4.566 0.229 0.067 0.048
C -1.696 1.473 -3.836 0.071 0.199 0.098
C 1.893 1.834 -1.682 0.453 0.331 -0.126
C 3.172 1.718 -2.254 -0.141 0.339 0.266
C 4.214 2.531 -1.802 -0.175 0.152 0.149
C 3.979 3.497 -0.818 -0.149 -0.214 -0.011
C 2.710 3.607 -0.238 -0.042 -0.038 -0.136
C 1.675 2.769 -0.654 0.360 -0.169 -0.173
C -0.827 -4.032 -1.736 -0.143 0.039 0.339
C -1.796 -4.945 -2.117 0.028 0.056 0.322
H -2.610 -7.121 -3.066 -0.259 -0.100 0.117
H -3.528 -8.260 -2.054 0.031 0.157 -0.103
H -4.380 -7.272 -3.262 0.199 -0.080 -0.028
H -5.309 -5.427 -0.357 0.048 -0.191 -0.178
H -5.770 -6.793 -1.401 0.110 0.082 0.114
H -4.824 -7.084 0.077 -0.088 0.052 -0.045
H -3.595 -5.031 0.798 0.462 -0.033 -0.104
H -1.700 -3.649 1.543 -0.253 0.110 -0.285
H 1.060 -2.389 -0.731 -0.519 0.110 0.142
H -0.620 -1.995 1.857 -0.232 0.395 -0.186
H 0.556 0.123 2.160 0.124 -0.237 -0.039
H 2.505 1.335 2.398 0.066 -0.023 -0.027
H 4.874 1.759 1.922 -0.250 -0.255 -0.028
H 6.309 -0.584 -1.672 0.172 0.126 0.203
H 7.859 0.158 -1.189 -0.219 -0.166 0.014
H 7.371 -1.413 -0.498 -0.008 0.153 -0.181
H 6.871 1.353 2.000 0.184 -0.048 -0.260
H 8.240 0.838 0.979 -0.194 0.132 0.113
H 7.230 2.214 0.475 0.001 -0.129 0.160
H 4.996 -1.829 -0.508 -0.188 0.027 0.519
H 2.744 -2.437 0.322 0.085 0.313 -0.168
H -4.367 2.082 -1.639 0.058 0.174 0.267
H -4.885 4.454 -1.129 0.202 -0.084 0.109
H -3.778 5.595 0.793 0.046 -0.308 -0.071
H -2.125 4.344 2.196 -0.093 -0.112 -0.277
H -1.566 2.001 1.655 -0.263 0.214 -0.071
H -5.619 0.252 -0.778 0.185 -0.121 -0.245
H -6.962 -0.580 -2.690 0.212 -0.022 -0.031
H -5.854 -1.819 -4.557 0.078 0.043 0.270
H -3.414 -2.334 -4.427 -0.217 0.131 0.154
H -2.064 -1.484 -2.530 -0.384 0.015 0.047
H -4.826 -1.995 0.156 0.153 -0.007 0.264
H -5.498 -3.325 2.117 0.192 0.121 0.059
H -4.367 -2.982 4.317 0.013 0.250 -0.208
H -2.718 -1.115 4.575 -0.166 -0.050 -0.239
H -2.144 0.310 2.641 -0.100 -0.314 0.062
H 0.107 0.297 -5.162 0.101 -0.257 0.143
H 0.959 -1.551 -6.577 0.114 0.014 0.198
H 2.622 -3.173 -5.662 -0.100 0.266 0.122
H 3.457 -2.907 -3.318 -0.225 0.155 -0.202
H 2.550 -1.100 -1.879 -0.208 -0.080 -0.383
H 0.715 3.718 -2.938 -0.259 -0.064 -0.051
H -0.772 5.218 -4.227 -0.075 -0.196 0.030
H -2.863 4.335 -5.257 0.195 -0.143 0.125
H -3.428 1.909 -5.036 0.239 0.159 0.120
H -1.929 0.410 -3.763 -0.008 0.418 0.036
H 3.359 1.012 -3.062 -0.074 0.180 0.237
H 5.208 2.420 -2.237 -0.236 0.079 0.082
H 4.785 4.156 -0.493 -0.223 -0.206 -0.060
H 2.517 4.344 0.542 0.116 -0.210 -0.172
H 0.687 2.836 -0.191 0.233 0.032 -0.080
H -0.072 -3.710 -2.456 -0.195 -0.011 0.134
H -1.813 -5.328 -3.135 0.091 0.160 0.260